Record 1
184
Properties=species:S:1:pos:R:3 method="wB97M-V/def2-TZVPD" smiles=CC1(C)CCCC(C)(C)N1O.CC1(C)CCCC(C)(C)N1O.CC1(C)CCCC(C)(C)N1O.CC1(C)CCCC(C)(C)N1O.COCCOC.COCCOC.COCCOC.COCCOC e_tot_ha=-3172.28478 homo_lumo_gap_ha=0.3016 de_lowest_kcal_mol=79.7 mol_weight_g_mol=989.52 total_charge=0
H 1.12 4.19 2.27
H 7.28 -1.15 -0.04
H 7.10 3.10 5.41
H -1.07 6.77 -0.94
H -4.12 -1.68 -5.57
H -2.53 5.69 3.10
C -3.68 2.84 4.26
C 3.99 -0.24 -4.51
C 1.70 5.58 6.31
C -0.66 -5.45 2.32
C -0.07 -2.68 -6.48
H -1.78 -4.81 -0.85
H 8.18 -1.60 1.35
H 0.41 -5.13 0.41
C -0.09 -1.65 -5.36
C 1.76 0.69 2.04
H -3.87 1.10 -1.90
H -2.54 -4.01 -2.90
H -4.09 1.15 -0.14
H -0.49 -5.66 -4.69
H -1.24 -7.52 2.71
C 7.33 0.75 1.94
C -4.20 0.24 2.66
N -2.12 -3.68 -5.57
C -0.92 -6.66 3.29
C -2.90 -5.09 0.96
C 0.90 -2.45 -0.63
C -0.84 7.97 3.08
C 2.70 -0.45 -8.14
H 6.51 -2.28 1.00
H -3.17 -3.09 0.25
C 3.71 -0.17 -6.96
H -1.25 4.39 -0.93
H 1.00 -2.80 -6.70
H 1.64 -0.29 -7.90
O -4.77 1.57 2.48
H 0.09 0.96 -1.19
O -3.01 -4.81 -5.53
H -0.85 2.01 2.56
H -2.40 -2.28 -2.52
H -1.83 -6.46 3.86
C 0.39 3.74 5.04
H -1.21 -0.18 3.64
C 0.84 6.31 2.22
O 2.69 -1.86 -8.45
C -3.22 3.41 -1.08
C 6.48 1.88 2.57
H -0.69 -0.55 -1.63
H 1.91 1.68 2.47
H 2.51 -2.21 -10.48
H -2.48 -3.14 3.15
H -4.19 -0.12 3.69
C -1.57 5.53 2.60
H -0.95 7.30 5.55
C 1.91 -2.16 -9.56
H 2.99 5.78 4.02
H 8.55 2.18 4.82
H 0.08 -4.96 -7.90
C -2.11 -5.68 -0.29
O -2.86 5.66 -0.90
C -2.02 -3.08 -3.15
H 3.92 0.89 -6.82
C 0.00 -4.80 -5.15
H 0.99 2.98 5.55
H -0.97 -2.28 1.09
H -1.47 -0.74 -3.97
H -2.41 2.72 6.63
H 8.00 0.35 2.70
H -2.07 4.60 -2.47
C 0.25 0.31 1.97
C 0.44 -4.48 2.96
H -1.74 5.68 1.53
H -4.64 2.72 4.75
H -0.46 -7.13 -0.74
H -4.45 3.53 2.43
H 1.30 -5.10 3.21
H -3.79 3.55 -0.16
H 0.26 0.51 4.15
H 2.29 0.07 2.77
H 4.67 -0.66 -7.13
H -3.00 2.64 2.17
H -0.52 3.83 5.63
C -2.75 1.75 6.27
H -0.94 -3.20 -3.06
H -4.05 -1.20 -3.86
C -3.35 1.07 -0.94
C -2.22 4.50 -1.40
H -0.08 8.68 3.40
H 0.10 -4.07 3.91
H 0.49 6.26 1.18
H -1.28 4.48 2.72
C 0.91 -0.94 -0.26
H 2.05 4.70 6.84
H -3.77 1.65 6.64
N -1.88 -4.61 1.98
H -3.45 -4.67 -6.37
H -1.62 -4.42 -8.12
C 2.56 0.78 0.73
C -2.12 6.88 -1.23
H 5.57 1.54 3.07
H -2.06 1.03 6.70
H 0.01 3.37 4.09
H 3.61 1.06 0.80
C -0.15 -0.17 3.41
H -0.11 -2.84 -0.80
O 6.47 -0.28 1.56
C -3.91 2.65 2.77
H -0.31 -2.24 -7.45
H -3.30 0.03 2.09
H 2.08 1.53 0.10
C -0.98 -6.67 0.10
H 2.91 -0.36 -0.95
H -1.44 1.42 1.09
O -2.52 -4.10 3.16
H 2.94 0.17 -9.00
O -2.84 1.81 4.81
H 1.41 7.23 2.28
C -3.85 -2.01 -4.56
H 0.44 -2.03 -4.48
C -0.80 -4.02 -6.17
H 6.02 2.45 1.77
H -1.69 8.13 3.74
C -1.52 -1.33 -4.88
H 0.80 -6.58 1.18
H 2.55 4.09 4.04
H -1.33 8.33 2.17
H -4.22 -6.98 0.82
C -3.79 -3.96 0.49
H -2.83 -6.02 -1.03
H -4.69 -5.82 1.96
N 0.01 6.18 4.50
H 1.05 6.17 6.97
C 1.00 5.15 4.94
O -1.16 -1.36 0.90
H 0.13 -1.20 3.62
H -4.87 -0.51 2.22
H -0.07 -6.91 3.91
H 2.99 -1.26 0.47
H 0.38 -0.72 -5.67
C 7.50 2.41 4.66
O -2.57 2.16 -0.96
H 0.06 2.28 0.97
O 7.28 2.78 3.31
H 0.33 -4.25 -4.27
C 2.14 5.10 3.91
C -2.38 -2.55 -4.56
H -2.76 0.17 -0.82
H -3.34 -6.83 2.29
H -3.99 3.35 -1.85
C -3.79 -6.23 1.50
C -0.39 6.43 3.11
N 0.11 -0.81 0.99
H 6.97 1.49 4.90
H -3.37 3.86 4.47
H -4.49 -3.57 1.23
C 0.26 -0.10 -1.36
H -1.31 -5.89 -7.28
H -1.45 -7.47 0.66
C 1.70 5.10 2.42
H 0.97 -1.63 -9.63
H -4.30 -4.10 -0.45
O -1.06 6.36 5.37
C -0.91 -4.89 -7.44
H 7.89 1.23 1.14
H 0.83 -3.63 2.39
H 2.66 6.09 6.25
H 2.62 5.08 1.83
C 7.17 -1.41 1.01
O 3.32 -0.70 -5.71
C 2.38 -0.50 -0.01
H 1.30 -3.06 0.18
C -0.05 -5.93 0.99
H -2.47 7.79 -0.75
H 5.06 -0.31 -4.65
H -2.02 -0.56 -5.47
H -4.54 -2.80 -4.27
H 0.84 -0.04 -2.29
H 0.93 -5.22 -5.54
C -0.50 1.60 1.62
H 1.54 -2.76 -1.45
H 3.68 0.78 -4.27
H 3.70 -0.96 -3.74
H -2.08 7.05 -2.31
H 1.42 -3.13 -9.49

---

Record 2
86
Properties=species:S:1:pos:R:3 method="wB97M-V/def2-TZVPD" e_tot_ha=-4396.76917 homo_lumo_gap_ha=0.1452 mol_weight_g_mol=842.28 total_charge=-2
H 5.37 -2.75 3.73
H -1.94 0.47 -2.61
O -3.46 -2.31 1.77
H -4.45 -4.74 -1.11
I -6.62 -3.05 1.76
O 6.97 -1.50 3.34
H 0.91 -2.21 1.16
O -1.64 -2.87 3.62
H 5.38 -2.21 1.22
H -5.67 2.32 -2.25
O 5.89 1.05 1.83
P 6.34 -0.09 2.71
B -1.04 -4.18 0.44
H -2.14 7.06 -3.45
H 0.55 5.62 -3.23
C -1.36 -1.99 2.82
H 9.30 1.70 3.13
H -4.66 -1.02 -1.76
H 2.01 -1.05 3.34
C 8.24 1.78 2.88
H 1.93 -2.38 -0.28
H -0.65 -5.65 1.66
H -5.14 -0.09 0.33
H 0.56 -1.13 -1.71
H -5.27 2.14 -3.96
H 6.93 -3.52 3.52
C 3.80 0.13 3.58
C -5.71 2.81 -3.22
H -5.47 4.81 -2.49
O -0.96 -2.19 -0.92
H 3.66 0.70 2.65
H -3.20 -0.12 -4.67
H -1.74 -5.29 -1.01
H 6.92 -3.06 1.09
H -5.02 4.61 -4.18
O -0.63 -4.68 1.64
H -1.66 0.71 0.54
P -5.21 -1.27 -0.46
O -1.84 2.47 -2.97
O 7.58 0.67 3.49
H -0.92 7.26 -2.21
H -0.22 -0.23 -0.43
H 1.85 -0.81 0.57
H 8.17 1.72 1.79
C -2.53 1.23 -3.14
C -2.15 -1.83 1.41
H 8.09 3.93 2.84
S -7.15 -1.51 -0.79
H -0.59 7.82 -3.86
H 3.23 -1.78 4.40
C 1.24 -1.68 0.25
H 7.94 3.21 4.45
C -1.69 -2.70 0.19
H -6.76 2.96 -3.48
H -4.53 -4.52 2.28
H -3.19 1.58 -5.17
C 6.28 -2.73 3.13
H 3.46 -1.79 2.65
C -0.48 5.67 -3.60
H 5.45 -3.95 1.56
O -0.87 -4.99 -0.71
C 3.08 -1.20 3.49
P -2.38 3.81 -3.79
H 3.37 0.73 4.38
C 0.08 -1.27 -0.71
C -1.06 7.03 -3.27
O 5.19 -0.05 3.89
H -3.50 1.27 -2.64
P -4.34 -3.08 0.53
C -2.66 0.82 -4.59
H -1.67 0.70 -5.04
N -4.13 -4.64 1.35
O -1.21 4.64 -2.97
H -5.12 -3.41 -1.70
C -4.98 4.14 -3.19
C 5.99 -3.00 1.67
H 6.59 3.11 3.34
H -4.70 -5.37 0.93
H -0.43 5.51 -4.68
C 7.68 3.09 3.40
N -5.09 -3.99 -0.86
S -2.47 -0.01 1.35
O -3.64 3.98 -2.73
O -0.48 -1.11 3.02
O -2.91 -3.16 -0.45
O -2.72 4.86 -4.81

---

Record 3
93
Properties=species:S:1:pos:R:3 method="wB97M-V/def2-TZVPD" smiles="COCc1c(COC(C)=O)cc(CN)c2nc(CCCCN)c(N)nc12.CCCCCC.CCCCCC" e_tot_ha=-1675.61983 homo_lumo_gap_ha=0.3191 mol_weight_g_mol=533.80 total_charge=0
H 2.21 -5.18 3.82
H 0.22 0.75 1.19
N 4.53 -4.01 -3.91
H 5.50 -3.91 -3.63
H -0.50 0.31 -1.12
C -2.98 3.30 1.20
C 3.25 -5.72 1.97
H -2.44 3.32 0.25
H 2.40 0.93 -2.16
H -7.86 4.64 -2.98
H 3.62 -4.90 -2.18
H -4.95 5.47 -0.57
H 1.59 -2.99 1.34
H 2.18 0.46 -3.85
C -6.43 3.06 -2.63
C 3.67 -3.95 -2.72
H -8.00 1.34 -1.01
C 4.92 -0.77 -0.07
H -2.35 5.30 1.77
N 3.76 -4.27 0.13
C -8.95 1.82 -1.27
H 0.74 -5.18 1.13
H 4.56 -2.71 4.11
C 1.99 -5.61 2.84
C -3.04 1.87 1.74
C 1.00 -3.31 2.21
C 2.41 1.30 -3.19
C 4.54 -2.02 0.46
H -3.99 3.63 0.98
H -9.36 1.29 -2.13
H -8.31 3.10 -3.67
O 4.04 2.93 -3.89
H 1.68 2.10 -3.29
H -0.22 -1.74 2.67
H -1.20 1.77 2.86
H -2.16 0.76 -0.74
H 4.06 -6.23 2.50
H -6.43 1.97 -2.58
H -0.74 -2.58 1.35
H -2.88 4.31 3.12
H 6.35 0.84 -2.12
C 5.27 0.73 -2.06
H -9.63 1.67 -0.43
H -0.07 -5.08 2.68
H -4.99 5.45 -2.34
H 4.43 -4.90 -4.37
H 1.53 -3.05 3.13
C -0.72 1.18 0.85
C -5.52 5.13 -1.44
H 1.65 -6.63 3.03
H -6.48 5.65 -1.42
C 4.49 -1.64 -2.28
H -3.64 1.86 2.66
H 4.81 -4.35 3.94
N -0.31 -2.66 2.26
C 4.47 1.05 2.96
C -5.69 3.62 -1.41
C -7.87 3.57 -2.78
C 4.24 -3.36 2.27
C -1.68 1.23 2.03
C 4.14 -3.06 -0.39
H 5.77 1.16 0.37
N 4.62 -2.21 1.81
H 4.80 0.14 3.48
N 4.25 -3.56 3.65
C 4.89 -0.59 -1.43
H 3.00 -6.33 1.11
H -1.45 -0.68 -0.01
H -1.30 4.03 2.39
C -2.34 4.29 2.18
H 4.46 -1.49 -3.35
H 5.26 1.81 3.06
H 2.66 -3.70 -3.06
C 5.33 0.31 0.88
H -5.88 3.32 -3.53
C 0.86 -4.84 2.16
H -3.59 1.25 1.02
H -8.38 3.81 -0.69
C -8.77 3.30 -1.58
H -6.19 3.32 -0.49
C 4.12 -2.86 -1.79
H 6.08 -0.09 1.57
C 3.76 -4.42 1.42
H 4.91 1.57 -1.45
H 3.56 1.43 3.40
H -0.49 2.19 0.50
H -9.75 3.74 -1.78
O 4.77 0.85 -3.40
C -1.24 0.35 -0.32
O 4.19 0.76 1.61
H -1.85 0.21 2.40
H -4.70 3.15 -1.38
C 3.78 1.81 -3.52

---

Record 4
128
Properties=species:S:1:pos:R:3 method="wB97M-V/def2-TZVPD" smiles="CC(C)=Nc1cc2c(c(-c3ccncc3)c1CCc1ccccc1)C(=O)c1c(CCOC=O)c(PP(=O)(O)O)cc([C@@H](Cl)[C@H](C)Cl)c1C2=O.CCOC(=O)OC.CCOC(=O)OC.CCOC(=O)OC" e_tot_ha=-4780.22577 homo_lumo_gap_ha=0.2879 mol_weight_g_mol=1051.84 total_charge=0
C 0.07 -7.42 0.23
C -2.97 2.77 -3.07
C -2.61 -6.29 0.09
C -1.09 3.56 -5.12
O 2.12 -0.70 -5.18
O 0.14 -0.71 -6.34
O 4.29 -5.16 3.85
C -3.11 -3.52 -0.71
H 4.82 7.63 1.66
H -0.86 -3.40 -0.75
C 1.74 0.90 5.46
H -3.68 -1.30 4.14
H 1.95 -8.00 4.80
O 3.33 4.51 -5.66
C -2.67 -1.08 3.72
H -0.49 -0.45 2.23
H 5.56 3.05 5.17
C 0.10 0.73 -6.33
C -3.43 0.47 -4.15
H -0.77 -2.57 -3.31
Cl -1.02 5.65 -1.14
H -3.01 4.36 -0.81
O 1.58 6.36 -4.53
H -0.87 5.45 -3.90
H 2.30 2.05 3.10
C -4.02 6.42 -3.46
N -2.25 -4.37 -5.95
C -3.96 -3.09 -4.55
H 2.69 -2.91 3.67
C -1.68 -3.79 -0.08
C -3.97 2.27 -1.97
P 0.18 4.22 -6.34
O 0.78 0.63 6.34
H -1.61 -3.31 0.94
H -3.29 -8.43 0.17
H 6.99 7.60 2.92
C -1.62 -2.93 -3.94
H 0.76 -5.31 0.15
C -0.13 -5.97 0.15
H -4.73 5.67 -3.92
C 4.88 7.22 2.66
C -2.34 4.08 -2.93
C 1.11 0.87 7.72
C 1.06 -1.21 -5.43
C -2.66 -1.09 2.14
C 4.77 5.07 3.59
H 1.14 2.51 9.12
C -1.08 -8.36 0.23
H -2.34 -0.04 4.00
H 2.49 -2.54 1.95
C -2.41 -7.75 0.18
H 3.13 0.48 3.33
H -1.50 1.84 -7.44
H 3.26 -7.03 5.46
O 2.96 -6.64 2.76
C -1.73 2.22 -5.27
O 5.08 5.81 2.52
C -2.65 4.96 -1.69
C -3.31 -1.59 -2.43
H -1.88 -1.82 4.04
H -3.06 6.51 -4.04
H 3.84 4.10 -4.94
C -1.38 4.46 -3.99
C -2.68 1.85 -4.20
H 0.53 1.18 -5.40
H 1.74 0.60 2.25
H 4.09 -2.99 2.55
O 2.69 -4.52 2.38
O -3.93 -0.06 -5.12
C -3.88 0.36 -0.19
O 4.35 5.48 4.64
C -3.65 -1.09 0.09
C -3.52 -0.16 -2.71
H -3.87 -3.84 0.06
C 3.41 -5.42 3.07
H 1.71 2.94 7.50
H 2.11 0.49 7.94
H 5.94 8.94 3.43
C 2.17 0.96 3.18
P 1.83 4.79 -4.99
H -4.32 -4.38 -6.26
C -2.99 -2.52 -3.61
H 3.81 3.00 4.80
H 1.08 -7.89 0.28
O 1.75 3.95 -3.74
C 3.04 -7.90 4.84
H -4.69 5.80 -1.39
H 1.94 6.51 -3.63
H 4.69 -7.58 3.46
H 3.46 -8.78 5.32
C 0.98 2.34 8.06
H -0.95 -9.47 0.26
H 0.64 1.08 -7.26
H -3.66 -5.94 0.04
C 3.61 -7.72 3.44
C -3.51 -3.96 -5.61
Cl -3.16 7.64 -1.13
H -0.30 -4.02 -5.28
C -1.38 -3.78 -5.07
C 4.81 2.89 4.39
H -3.24 -4.21 -1.59
O 1.26 0.66 4.23
O 5.04 3.79 3.30
C -3.38 -2.02 -1.02
C 6.04 7.85 3.41
H 0.76 -2.18 -4.94
H 3.93 7.43 3.15
H -2.09 0.40 -6.54
C -3.80 0.77 -1.58
H 3.41 -8.62 2.85
H -0.01 2.71 7.79
H 0.41 0.29 8.31
H 0.63 3.15 -7.18
H 6.10 7.49 4.43
C -1.40 1.28 -6.47
C 3.02 -3.17 2.66
N -3.68 -1.50 1.47
O 2.85 1.31 5.72
O -4.83 2.99 -1.50
H -4.54 7.42 -3.49
C -1.32 -0.56 1.49
H -5.05 -2.85 -4.45
H -4.09 1.10 0.62
C -1.47 -5.35 0.05
H -1.04 -1.11 0.56
H 4.91 1.87 4.01
C -3.76 6.10 -1.95
H -1.56 0.50 1.16